(1)
Below is C9H15NP2 in the gas phase in a non-equilibrium geometry, with properties calculated with ωB97M-V/def2-TZVPD.

Its HOMO energy is -7.24 eV. For the HOMO-LUMO gap, the calculation gives 7.88 eV. Its total charge is 0. As for the multiplicity: 1. The calculation puts the molecular weight at 199.17 g/mol. Its energy above the lowest of the compared OMol25 structures with the same formula, charge and spin is 0.2361 eV.

Cartesian coordinates (Å):
H -3.480446 -1.480660 1.599618
H 2.341690 2.935696 -0.424381
C -0.655105 1.909037 0.619729
H 3.809649 0.756461 -0.426644
N 0.558333 0.067399 -0.262551
H 3.786948 -1.924293 -1.035856
C -0.568522 0.599185 0.144060
C 2.970178 -1.229929 -0.504603
H -4.518770 -0.335200 -0.782123
C 1.684040 0.918278 -0.411884
H 1.964952 -1.516148 -0.450898
H -1.535640 2.195151 1.116794
H -0.852196 -2.702812 -0.074406
C 2.931030 0.261043 -0.863251
C -2.510086 -0.946093 1.760389
C 0.422632 2.748693 0.530015
H 0.392939 3.763975 0.713501
H -1.942818 -1.761383 2.146535
H -2.168441 -2.612891 -0.880713
H -2.811691 -0.021514 2.203653
P -2.117630 -0.454494 0.033881
H 3.402304 -1.178639 0.583940
C 1.534370 2.277524 -0.215349
C -1.318721 -1.916905 -0.695590
P -3.611658 0.685181 -0.869752
H -0.849926 -1.534137 -1.575290
H 3.142581 0.497482 -1.978822

Cartesian forces (eV/Å) of the 2 atoms listed first:
0.26 0.51 0.03
0.62 0.44 -0.18

Here are the Löwdin charges for atoms 1 to 4, given in e: 0.05 0.10 -0.10 0.10


(2)
Below is a molecular structure, C9H15O3OsPS3SbTe in a non-equilibrium geometry, with properties calculated with ωB97M-V/def2-TZVPD.

Its HOMO energy (spin up / spin down) is -7.68 / -7.68 eV. The expectation value of S² is 0.787. For the HOMO-LUMO gap (spin up / spin down), the calculation gives 5.65 / 4.62 eV. Its total charge is 0. As for the multiplicity: 2. The calculation puts the molecular weight at 737.98 g/mol.

Cartesian coordinates (Å):
Os 0.469152 0.157442 -0.201913
C -1.822346 -0.131247 1.057880
H 4.224434 -1.966075 2.754699
P 1.735312 1.711341 2.348494
C 3.098658 3.589704 1.076573
Sb 1.980619 -1.986210 -2.371336
O 0.986826 0.510240 1.708041
C -1.767555 1.116229 1.599118
C -1.502209 2.070436 0.547165
C 3.557232 -1.194356 3.142021
O 3.048379 1.174061 3.059350
O 2.265088 2.419769 1.011983
H -1.798889 1.365043 2.648328
Te 0.581283 3.161437 3.743113
H 4.882044 0.426558 2.611081
H 4.257414 4.743494 -0.306090
H 3.711727 -1.105096 4.217271
C 3.629010 3.852361 -0.312199
H 3.908626 3.414954 1.789020
H -1.964989 -0.729307 -1.106501
H 3.651243 0.071713 1.388955
S 1.723344 -1.735247 0.019527
H 4.224211 3.009810 -0.665395
C -1.590026 -0.012971 -0.388969
S 0.339292 -3.360516 -3.058223
H -1.443553 1.856869 -1.644909
C 3.846573 0.122718 2.461800
S 0.935870 0.310649 -2.303002
H -1.328791 3.123716 0.706900
C -1.490928 1.416038 -0.662209
H -1.918061 -1.065521 1.587692
H 2.496247 4.422008 1.445830
H 2.807289 4.011994 -1.010465
H 2.529847 -1.503339 2.959008

Cartesian forces (eV/Å) of the 2 atoms listed first:
-1.07 -0.01 0.63
0.26 -0.12 -0.08

Here are the Löwdin charges for atoms 1 to 4, given in e: 0.83 -0.11 0.08 0.05


(3)
Below is C9H15OPS in the gas phase in a non-equilibrium geometry, with properties calculated with ωB97M-V/def2-TZVPD.

Its HOMO energy is -8.12 eV. For the HOMO-LUMO gap, the calculation gives 8.87 eV. Its total charge is 0. As for the multiplicity: 1. The calculation puts the molecular weight at 202.26 g/mol. Its energy above the lowest of the compared OMol25 structures with the same formula, charge and spin is 2.4434 eV.

Cartesian coordinates (Å):
S 0.181787 0.042129 3.534087
H 0.713476 -1.147441 -2.536099
H 3.794357 -0.382064 3.598790
C 0.244957 0.474318 -0.338058
C -0.331815 -1.183959 -2.167107
C -1.136224 2.331790 0.871544
C 2.220436 -0.597386 2.149118
H -0.954989 3.297062 1.367496
O 0.054873 -0.658008 0.975772
H -1.348882 1.492936 1.603810
C 2.701157 -0.414447 3.499141
H -1.060551 0.728340 -1.878309
H -1.093215 -1.379051 -2.943599
P 1.995419 0.127216 -1.032315
C 1.723123 -0.130177 4.404491
H 1.637549 0.144203 5.392280
H -1.831187 2.400663 0.072505
H 1.746214 0.768232 -2.236887
H -1.738127 -0.324392 -0.832713
H 0.875705 1.995115 1.007042
H 2.887961 -0.721221 1.330844
C -0.721882 -0.108361 -1.258514
H 2.578260 1.220600 -0.296752
H 0.561361 2.504829 -0.402086
C 0.115512 1.878306 0.258375
C 0.872063 -0.468582 1.989590
H -0.284718 -2.204307 -1.658546

Cartesian forces (eV/Å) of the 2 atoms listed first:
0.61 -0.75 0.33
-0.93 0.38 -0.49

Here are the Löwdin charges for atoms 1 to 4, given in e: 1.00 0.02 0.10 -0.47


(4)
Below is a molecular structure, C9H16AuN2O2S3, with properties calculated with ωB97M-V/def2-TZVPD.

Its HOMO energy (spin up / spin down) is -11.84 / -11.84 eV. The expectation value of S² is 2.009. For the HOMO-LUMO gap (spin up / spin down), the calculation gives 8.86 / 5.60 eV. Its total charge is +1. As for the multiplicity: 3. The calculation puts the molecular weight at 477.41 g/mol.

Cartesian coordinates (Å):
S -0.437372 1.784319 -0.090383
H -2.594527 0.775120 -2.306238
H 3.278667 -0.296767 3.624244
H -2.896087 -1.048532 -1.233038
C -0.834192 1.976983 -1.859283
H -2.445916 1.727420 1.142814
H -0.852683 -3.260659 -0.650614
C 1.882930 0.388789 -1.940542
C -1.723040 -0.264205 1.462350
S -0.613893 -1.572284 0.904608
H 0.133020 2.182721 -2.313106
H -2.379915 -3.016297 0.180485
H -2.536206 0.712956 -0.286842
H -1.437544 2.884760 -1.921839
C 2.926166 0.445461 2.923963
O 4.458060 -0.102370 0.221735
C -2.098663 -1.728619 -1.527655
C -1.920918 0.961115 0.569783
H 3.287316 1.460456 2.977490
H 1.005142 0.941904 2.522381
C -1.563373 -2.499034 -0.324963
S -0.807164 -0.815305 -2.424282
C 5.235171 -0.309885 1.061926
H 1.288503 -0.678077 2.485500
N 2.037876 0.457756 -3.079947
H -1.528252 1.107884 -3.637159
C -1.542475 0.835418 -2.580882
O 5.951163 -0.498089 1.943121
H -1.339256 0.040228 2.437759
N 1.681136 0.229841 2.249060
H -2.709869 -0.688553 1.658418
H -2.549485 -2.453323 -2.206571
Au 1.645689 0.318859 0.017696

Cartesian forces (eV/Å) of the 2 atoms listed first:
-0.07 0.04 0.01
0.00 0.01 -0.01

Here are the Löwdin charges for atoms 1 to 4, given in e: 0.89 0.07 0.08 0.06


(5)
Below is a molecular structure, C9H16BF3IrN5O6P2, with properties calculated with ωB97M-V/def2-TZVPD.

Its HOMO energy is -8.80 eV. For the HOMO-LUMO gap, the calculation gives 8.55 eV. Its total charge is 0. As for the multiplicity: 1. The calculation puts the molecular weight at 612.23 g/mol. Its energy above the lowest of the compared OMol25 structures with the same formula, charge and spin is 0.0000 eV.

Cartesian coordinates (Å):
F 0.336036 1.492162 -2.853739
H 0.064798 -4.697027 -1.917572
H 3.889210 -3.368317 0.712044
B 1.091906 -3.017952 0.197906
C -0.744215 -1.618951 -2.617525
H -1.206884 -0.574418 2.048125
H -0.516895 3.047459 -0.024421
Ir 0.443115 0.089333 -0.415938
H -1.365211 -3.358112 -3.843197
O -3.654547 1.980002 -0.392371
C -1.728318 2.183583 1.422074
F 1.908491 0.012188 -2.853736
C -2.656074 2.651338 2.527704
C 3.593172 -2.347301 0.544328
O -1.466343 0.904806 -0.866432
N -0.015956 -1.536130 -1.501838
F 2.152009 1.843451 -1.735854
H -2.115521 3.249042 3.262519
C -0.852605 -2.954468 -2.988704
C -0.133664 -3.645440 -2.031727
H 1.488543 -4.152940 0.220429
O 0.824563 1.729441 0.895466
P -0.142597 1.421593 2.045859
O 0.112898 1.821233 3.427336
H -3.499281 3.215346 2.123184
O -0.360253 -0.174239 1.783923
P -2.513065 1.022549 0.228933
C 1.244424 0.870745 -2.050251
N -1.278039 3.372022 0.589384
H -0.911902 4.118907 1.181349
N 2.328862 -2.064385 0.220943
N 0.354414 -2.775982 -1.143275
C 3.397100 -0.172749 0.305117
H -3.057092 1.779107 3.041555
H -2.057276 3.726304 0.029791
N 2.207695 -0.731018 0.083547
O -3.062393 -0.132027 0.962207
H 5.367714 -1.052990 0.816163
H -1.130903 -0.725428 -3.076933
C 4.321964 -1.170253 0.596736
H 3.508111 0.894763 0.223748
H -4.532822 1.591308 -0.301162
H 0.366830 -2.746555 1.124307

Cartesian forces (eV/Å) of the 2 atoms listed first:
0.01 -0.03 -0.01
-0.01 -0.01 0.02

Here are the Löwdin charges for atoms 1 to 4, given in e: 0.04 0.12 0.12 -0.39


(6)
Below is a molecular structure, C9H16BiClIrNO in a non-equilibrium geometry, with properties calculated with ωB97M-V/def2-TZVPD.

Its HOMO energy (spin up / spin down) is -1.70 / -4.30 eV. The expectation value of S² is 8.842. For the HOMO-LUMO gap (spin up / spin down), the calculation gives 4.49 / 6.90 eV. Its total charge is -1. As for the multiplicity: 6. The calculation puts the molecular weight at 590.88 g/mol. Its energy above the lowest of the compared OMol25 structures with the same formula, charge and spin is 1.7182 eV.

Cartesian coordinates (Å):
O -0.636027 0.206610 1.930823
C 0.910571 1.258967 5.007376
H -3.587779 -0.996508 -1.837069
H -2.837807 -2.487971 -2.458335
C -0.008759 1.114444 3.978399
H 1.252545 -1.514592 2.370155
H 0.807836 2.099044 5.676463
H 1.907594 1.635614 0.674045
H 2.615057 0.358671 6.013270
C -3.303363 -1.541036 -2.744456
H 2.701993 0.129545 0.074980
H 0.704755 -1.822333 -4.227112
N 0.208012 0.163077 3.049868
C 1.162799 -0.794123 3.172124
C 0.457010 -0.828874 -4.611313
Bi -1.664219 -0.232611 -3.794078
C -2.430989 1.579496 -4.643731
C 1.834829 0.805808 -0.058543
H 1.154865 -0.100683 -4.182760
C 1.998365 -0.752159 4.287087
H -3.473754 1.862249 -4.440563
Cl -0.102810 -1.425794 -1.502962
H 1.788128 1.198008 -1.088755
H -1.771912 2.185434 -5.281502
C 1.896345 0.292671 5.195294
H 2.785247 -1.508937 4.380361
H -4.173094 -1.708197 -3.386448
Ir 0.169518 -0.126437 0.316373
H 0.499563 -0.812448 -5.703194
H -0.864520 1.763066 3.834208

Cartesian forces (eV/Å) of the 2 atoms listed first:
-1.80 0.17 4.61
-1.41 -0.06 -0.77

Here are the Löwdin charges for atoms 1 to 4, given in e: -0.47 -0.12 -0.02 -0.04


Repeat the sixth record exactly.
Below is a molecular structure, C9H16BiClIrNO in a non-equilibrium geometry, with properties calculated with ωB97M-V/def2-TZVPD.

Its HOMO energy (spin up / spin down) is -1.70 / -4.30 eV. The expectation value of S² is 8.842. For the HOMO-LUMO gap (spin up / spin down), the calculation gives 4.49 / 6.90 eV. Its total charge is -1. As for the multiplicity: 6. The calculation puts the molecular weight at 590.88 g/mol. Its energy above the lowest of the compared OMol25 structures with the same formula, charge and spin is 1.7182 eV.

Cartesian coordinates (Å):
O -0.636027 0.206610 1.930823
C 0.910571 1.258967 5.007376
H -3.587779 -0.996508 -1.837069
H -2.837807 -2.487971 -2.458335
C -0.008759 1.114444 3.978399
H 1.252545 -1.514592 2.370155
H 0.807836 2.099044 5.676463
H 1.907594 1.635614 0.674045
H 2.615057 0.358671 6.013270
C -3.303363 -1.541036 -2.744456
H 2.701993 0.129545 0.074980
H 0.704755 -1.822333 -4.227112
N 0.208012 0.163077 3.049868
C 1.162799 -0.794123 3.172124
C 0.457010 -0.828874 -4.611313
Bi -1.664219 -0.232611 -3.794078
C -2.430989 1.579496 -4.643731
C 1.834829 0.805808 -0.058543
H 1.154865 -0.100683 -4.182760
C 1.998365 -0.752159 4.287087
H -3.473754 1.862249 -4.440563
Cl -0.102810 -1.425794 -1.502962
H 1.788128 1.198008 -1.088755
H -1.771912 2.185434 -5.281502
C 1.896345 0.292671 5.195294
H 2.785247 -1.508937 4.380361
H -4.173094 -1.708197 -3.386448
Ir 0.169518 -0.126437 0.316373
H 0.499563 -0.812448 -5.703194
H -0.864520 1.763066 3.834208

Cartesian forces (eV/Å) of the 2 atoms listed first:
-1.80 0.17 4.61
-1.41 -0.06 -0.77

Here are the Löwdin charges for atoms 1 to 4, given in e: -0.47 -0.12 -0.02 -0.04


- Which of these has the highest total charge?
  C9H16AuN2O2S3